Version P
# C24H66N6O6

6 unconnected molecules or ions with the total composition C24H66N6O6 (ωB97M-V with the def2-TZVPD basis set, the OMol25 dataset).

ORCA input file:
```
! wB97M-V def2-TZVPD RIJCOSX def2/J DEFGRID3
* xyz 0 1
O 3.191 -0.786 -3.773
O -8.572 -3.702 -6.050
O -0.460 -3.922 3.361
O -4.249 5.598 -2.006
O 6.660 -5.946 7.023
O 4.333 9.226 0.578
N -7.776 5.338 -0.793
N 0.065 -5.030 5.868
N 0.807 0.870 -4.039
N 9.328 -3.519 6.372
N 6.471 7.264 1.787
N -11.676 -5.656 -5.241
C 4.709 6.232 0.437
C -5.698 5.691 -2.032
C -9.318 -4.865 -6.009
C 6.859 -7.304 7.382
C -3.733 6.419 -0.959
C -10.732 -3.746 -4.014
C 1.137 1.115 -6.488
C 3.634 10.124 -0.304
C 7.862 -5.217 7.246
C -7.322 -4.065 -6.407
C 8.169 -4.304 6.016
C -6.405 3.402 -0.975
C -6.453 4.947 -0.859
C -0.335 -3.652 1.940
C 5.818 7.317 0.496
C 2.962 0.017 -4.895
C 4.566 -1.069 -3.468
C 0.406 -2.804 6.896
C 5.508 8.722 0.005
C -0.191 -3.570 5.718
C 0.294 -3.099 4.301
C -10.749 -4.543 -5.353
C 1.427 0.235 -5.224
C 8.356 -5.079 4.710
H 0.033 -5.419 4.936
H -11.420 -4.008 -6.025
H -0.017 -1.818 6.703
H 0.956 -0.744 -5.310
H 7.298 -7.854 6.549
H 1.476 -2.599 6.931
H 4.973 -0.105 -3.162
H -5.397 3.127 -0.664
H -8.985 -5.644 -5.323
H 9.279 -3.425 7.377
H -11.534 -6.207 -6.076
H -6.943 -4.758 -5.656
H -11.430 -6.176 -4.411
H -9.358 -5.332 -6.993
H 5.845 -7.661 7.562
H 5.081 5.219 0.283
H 7.559 -4.590 8.085
H 3.909 6.409 -0.282
H 1.309 1.661 -3.662
H 1.014 -5.107 6.206
H 6.539 6.958 -0.238
H 3.308 -0.527 -5.774
H -10.451 -4.345 -3.147
H -7.111 2.871 -0.337
H -6.065 5.266 0.108
H -0.159 1.131 -4.173
H -4.137 7.429 -0.894
H 7.419 7.603 1.700
H 8.994 -2.574 6.249
H -0.832 -4.445 1.381
H 1.983 1.691 -6.864
H -6.510 2.941 -1.957
H 4.690 -1.825 -2.693
H 6.580 6.301 2.069
H -0.718 -2.685 1.612
H -2.675 6.264 -1.173
H 7.364 -5.433 4.428
H -10.161 -2.827 -3.884
H 9.051 -5.919 4.707
H -3.916 5.906 -0.015
H 3.062 9.672 -1.115
H -6.810 -3.109 -6.513
H -8.239 4.655 -0.212
H -0.038 -3.243 7.789
H 3.551 0.934 -4.901
H -5.941 6.747 -1.917
H 4.200 10.964 -0.706
H 6.276 9.466 0.215
H 0.902 0.352 -7.230
H 7.291 -3.675 5.867
H 7.517 -7.426 8.243
H 8.775 -4.399 3.969
H 0.209 1.682 -6.418
H 4.103 6.212 1.343
H 1.375 -3.176 4.187
H 0.655 -3.952 1.597
H 0.015 -2.057 4.148
H -11.744 -3.348 -3.932
H -5.990 5.302 -3.008
H -7.319 -4.503 -7.405
H -1.280 -3.577 5.654
H 2.860 10.512 0.358
H 8.645 -5.901 7.573
H 5.438 8.686 -1.082
H -8.314 5.399 -1.646
H 5.062 -1.609 -4.275
*
```

Summary:
structure (SMILES)	COC[C@H](C)N.COC[C@H](C)N.COC[C@H](C)N.COC[C@H](C)N.COC[C@H](C)N.COC[C@H](C)N
E_HOMO	-0.3217	Ha



Version Q
# C24H66N6O6

6 unconnected molecules or ions with the total composition C24H66N6O6 (ωB97M-V with the def2-TZVPD basis set, the OMol25 dataset).

ORCA input file:
```
! wB97M-V def2-TZVPD RIJCOSX def2/J DEFGRID3
* xyz 0 1
O 6.948 -0.901 -1.102
O -3.959 0.832 -2.730
O -3.832 -7.052 0.207
O -2.950 1.835 3.359
O 0.760 -0.226 -0.715
O 6.393 4.219 -1.408
N -3.234 -0.698 5.966
N 9.245 0.163 1.592
N 2.763 4.490 -1.757
N -1.371 -1.900 -0.022
N -3.111 -3.880 1.867
N -5.995 1.408 -0.978
C -0.408 -0.134 -1.489
C -5.279 0.391 -3.028
C -3.097 0.780 -3.824
C -2.556 1.093 4.484
C -3.982 -4.877 1.188
C 4.049 3.767 -1.570
C -1.597 -0.577 -0.658
C 8.161 1.596 -0.155
C -5.991 0.142 -1.715
C -2.263 3.040 3.226
C -3.578 0.016 4.749
C -4.973 0.628 4.891
C -4.697 -4.264 -0.010
C -1.839 0.422 0.468
C 1.932 0.098 -1.427
C -3.032 -7.967 -0.508
C -3.075 -6.021 0.803
C 5.125 4.814 -1.387
C 7.413 5.088 -1.786
C 8.065 0.329 0.703
C -7.420 -0.301 -1.968
C 7.924 -0.940 -0.080
C 5.615 -0.692 -0.640
C 4.244 2.902 -2.784
H 1.966 1.173 -1.636
H 8.843 -1.191 -0.617
H -5.439 -0.658 -1.199
H -4.906 1.534 5.507
H 7.281 0.461 1.453
H -2.570 -6.385 1.704
H -2.623 -3.309 1.176
H 4.986 -1.036 -1.462
H 7.375 6.066 -1.289
H 2.010 -0.458 -2.368
H -2.479 -0.641 -1.295
H 5.227 2.424 -2.832
H -3.608 -0.571 3.813
H -5.040 1.724 -0.848
H -7.474 -1.109 -2.704
H -1.189 -2.603 -0.737
H -2.138 1.181 -3.498
H 5.407 0.382 -0.576
H 8.389 4.665 -1.538
H -2.565 3.541 2.307
H -1.174 2.886 3.181
H -0.903 0.572 1.010
H -3.709 -8.688 -0.963
H -3.663 -3.222 2.405
H 5.005 5.567 -2.178
H -4.713 -5.145 1.953
H 4.229 3.512 -3.693
H 1.979 3.853 -1.756
H -0.588 0.905 -1.811
H -5.812 1.169 -3.587
H -2.315 -5.650 0.100
H 10.048 -0.269 1.155
H -0.318 -0.735 -2.407
H -2.500 -7.457 -1.321
H 7.813 2.459 0.412
H -0.461 -1.809 0.428
H -2.318 -1.129 5.904
H 2.771 -0.163 -0.785
H -7.949 -0.589 -1.063
H -3.968 -3.886 -0.734
H -2.463 1.764 5.354
H 9.189 1.734 -0.490
H 3.489 2.128 -2.907
H 7.713 -1.774 0.605
H -2.456 3.736 4.056
H -1.557 0.652 4.333
H -3.900 -1.457 6.064
H 9.526 1.060 1.965
H 5.466 -1.258 0.280
H -6.391 1.281 -0.054
H 7.517 1.535 -1.035
H -5.238 -0.533 -3.617
H -5.326 -5.006 -0.509
H -2.568 0.029 1.171
H -2.325 -8.477 0.153
H -5.323 -3.415 0.270
H -3.411 1.445 -4.646
H 7.439 5.260 -2.873
H 4.946 5.329 -0.430
H -2.143 1.383 0.050
H -5.381 0.960 3.939
H -3.001 -0.224 -4.252
H -7.961 0.515 -2.460
H 2.622 5.206 -1.057
H -5.684 -0.038 5.381
H 3.913 3.169 -0.660
*
```

Summary:
structure (SMILES)	COC[C@H](C)N.COC[C@H](C)N.COC[C@H](C)N.COC[C@H](C)N.COC[C@H](C)N.COC[C@H](C)N
E_HOMO	-0.3266	Ha



What should be chosen as the most stable of them? Choose version Q.



Version P
# CH3N3O2Si

2 unconnected molecules or ions with the total composition CH3N3O2Si (ωB97M-V with the def2-TZVPD basis set, the OMol25 dataset).

ORCA input file:
```
! wB97M-V def2-TZVPD RIJCOSX def2/J DEFGRID3
* xyz 0 1
Si 0.286 -0.149 -0.332
O -1.876 1.437 -1.055
O -0.765 1.776 0.773
N -0.940 1.204 -0.314
N -1.506 -2.400 0.381
N 1.426 0.104 0.854
C -0.747 -1.557 0.215
H 0.394 -0.782 -2.958
H 2.102 0.868 0.738
H 1.626 -0.500 1.697
*
```

Summary:
E_HOMO (alpha / beta)	-0.4040 / -0.3509	Ha



Version Q
# CH3N3O2Si

CH3N3O2Si in the gas phase (ωB97M-V with the def2-TZVPD basis set, the OMol25 dataset).

ORCA input file:
```
! wB97M-V def2-TZVPD RIJCOSX def2/J DEFGRID3
* xyz 0 1
Si -0.221 -0.555 0.068
O -0.503 1.467 -1.427
O -2.377 0.593 -0.876
N 1.725 -0.528 -0.471
N -1.173 0.622 -0.898
N -0.511 0.469 2.839
C -0.210 0.068 1.812
H 1.720 0.254 -1.138
H 2.465 -0.638 0.256
H -0.915 -1.750 -0.164
*
```

Summary:
structure (SMILES)	N#C[Si@H](N)[N+](=O)[O-]
E_HOMO	-0.3859	Ha



What should be chosen as the most stable of them? Choose version Q.



Version P
# C3H4F2O2

C3H4F2O2 in the gas phase (ωB97M-V with the def2-TZVPD basis set, the OMol25 dataset).

ORCA input file:
```
! wB97M-V def2-TZVPD RIJCOSX def2/J DEFGRID3
* xyz 0 1
F -2.288 -0.868 1.023
F -2.183 -0.074 -0.899
O 1.578 -0.548 -0.810
O -0.696 1.232 1.346
C -0.347 0.408 0.586
C 1.095 0.596 -0.147
C -1.414 -0.672 0.033
H 1.750 0.760 0.739
H 2.524 -0.614 -0.719
H 1.083 1.519 -0.825
H -1.102 -1.738 -0.327
*
```

Summary:
structure (SMILES)	O=C(CO)C(F)F
E_HOMO	-0.3733	Ha



Version Q
# C3H4F2O2

2 unconnected molecules or ions with the total composition C3H4F2O2 (ωB97M-V with the def2-TZVPD basis set, the OMol25 dataset).

ORCA input file:
```
! wB97M-V def2-TZVPD RIJCOSX def2/J DEFGRID3
* xyz 0 1
F -0.377 1.756 1.102
F 0.022 0.216 2.507
O 2.897 2.786 -0.454
O -0.039 -0.276 -0.984
C -0.552 -0.418 0.305
C 0.110 0.571 1.222
C 1.975 2.817 -1.100
H 1.207 0.548 0.940
H 0.247 0.626 -1.030
H -0.299 -1.393 0.620
H -1.640 -0.296 0.257
*
```

Summary:
E_HOMO	-0.4043	Ha



What should be chosen as the most stable of them? Choose version Q.